1.
Molecular formula: C3H6ClNO
Method: DFT, wB97M-V/def2-TZVPD

## Properties
SMILES: [H]/N=C(\Cl)[C@@H](C)O
LUMO energy in eV: 0.816
Relative energy (zero: lowest compared OMol25 entry of this formula, charge and spin) in kJ/mol: 142.6

Geometry as ORCA input:
```
! wB97M-V def2-TZVPD RIJCOSX def2/J DEFGRID3
* xyz 0 1
C -0.6741 -0.1629 -0.1100
C 0.1060 -1.4987 -0.1530
C 0.3473 0.9814 -0.2388
N 0.6666 1.7479 0.6555
O -1.3114 0.1227 1.1337
Cl 1.1163 1.0161 -1.7645
H -1.1972 -0.1676 -1.0352
H -0.6878 -2.2269 -0.5393
H 0.4387 -1.7611 0.7723
H 0.8829 -1.4057 -0.7909
H 1.3859 2.4384 0.5001
H -1.0730 0.9164 1.5701
*
```

2.
Molecular formula: C35H69F2N2O8P
Method: DFT, wB97M-V/def2-TZVPD

## Properties
SMILES: CCC[C@H](C)[C@]1(CCCN)[C@H](CCCP(=O)(OCC)OCC)OC(=O)[C@@]1(CCO)N(C(=O)F)C(=O)F.CCCCCC.CCCCCC
LUMO energy in eV: 0.267

Geometry as ORCA input:
```
! wB97M-V def2-TZVPD RIJCOSX def2/J DEFGRID3
* xyz 0 1
C 3.9199 -0.8720 3.5340
C 4.9991 0.1990 3.6065
C 4.9704 1.5099 2.7701
C 3.8012 2.0311 1.9049
C 2.4539 2.0758 2.6768
C 3.6612 1.6616 0.3743
C 3.3289 3.0663 -0.2447
C 2.8193 3.1881 -1.6762
C 2.5960 4.6587 -2.0770
N 1.7439 5.4369 -1.1710
C 2.4886 0.7700 -0.0894
C 2.0221 -0.4745 0.6990
C 0.5221 -0.7151 0.5213
C 0.0662 -0.9822 -0.9201
P -1.3443 -0.0080 -1.4558
O -2.0174 -0.5984 -2.6166
O -2.3221 0.0237 -0.1845
C -2.5513 1.2160 0.5850
C -2.9063 0.8022 1.9962
O -0.7372 1.4409 -1.7200
C -1.5190 2.3362 -2.5559
C -1.6927 3.6895 -1.9019
O 2.8959 0.3093 -1.3932
C 4.1840 0.5745 -1.6642
O 4.6557 0.3543 -2.7429
C 4.8766 1.0277 -0.3645
C 5.3054 -0.3254 0.2648
C 5.9268 -1.3835 -0.6724
O 5.0149 -2.4387 -0.9393
N 6.0090 2.0014 -0.4980
C 7.2819 1.5785 0.0052
O 7.7902 2.0368 0.9628
F 7.8700 0.6290 -0.6879
C 6.2527 2.6569 -1.7512
O 6.8412 2.2529 -2.6803
F 5.8165 3.9028 -1.7033
H 4.0958 -1.5840 4.3405
H 3.9419 -1.4609 2.6209
H 2.9054 -0.5116 3.6683
H 5.9429 -0.3059 3.3943
H 5.0886 0.4739 4.6567
H 5.1642 2.3154 3.4783
H 5.8580 1.5343 2.1476
H 4.0643 3.0842 1.8537
H 1.6096 1.6474 2.1516
H 2.1819 3.1082 2.8958
H 2.5700 1.6050 3.6482
H 2.5671 3.4844 0.4127
H 4.1900 3.7199 -0.1317
H 3.5008 2.7754 -2.4206
H 1.8643 2.6876 -1.8385
H 2.0961 4.6326 -3.0472
H 3.5396 5.1717 -2.2354
H 1.0783 4.8284 -0.7123
H 2.3074 5.8586 -0.4443
H 1.5920 1.3799 -0.1832
H 2.5953 -1.3470 0.3929
H 2.1804 -0.3350 1.7573
H 0.0043 0.1235 0.9887
H 0.2738 -1.5882 1.1229
H 0.8364 -0.7870 -1.6616
H -0.2838 -2.0014 -1.0584
H -3.3731 1.7684 0.1325
H -1.6627 1.8441 0.6186
H -2.0916 0.1881 2.3815
H -3.8244 0.2239 2.0187
H -2.9771 1.6679 2.6512
H -0.9530 2.4591 -3.4755
H -2.4855 1.9020 -2.7926
H -0.7369 4.1858 -1.7557
H -2.2828 4.3113 -2.5714
H -2.1923 3.5973 -0.9423
H 4.3859 -0.7625 0.6327
H 5.9463 -0.1816 1.1272
H 6.7753 -1.8359 -0.1630
H 6.3126 -0.9649 -1.5935
H 4.4791 -2.1966 -1.7025
C -4.5335 -5.1541 3.8553
C -4.1715 -3.6722 3.8966
C -3.3039 -3.2246 2.7217
C -1.9348 -3.8995 2.6327
C -1.0572 -3.7319 3.8730
C -0.7116 -2.2778 4.1856
H -3.6475 -5.7881 3.9107
H -5.1780 -5.4203 4.6939
H -5.0655 -5.3978 2.9337
H -3.6734 -3.4425 4.8428
H -5.0918 -3.0826 3.8886
H -3.1692 -2.1406 2.7736
H -3.8452 -3.4130 1.7895
H -1.4059 -3.4925 1.7640
H -2.0629 -4.9661 2.4308
H -0.1311 -4.2920 3.7196
H -1.5447 -4.1837 4.7408
H -0.1883 -1.8142 3.3459
H -0.0624 -2.2119 5.0600
H -1.6048 -1.6865 4.3947
C -5.1191 -2.3848 -2.3282
C -5.0982 -2.0003 -3.8028
C -5.5356 -0.5606 -4.0580
C -6.9729 -0.2381 -3.6438
C -8.0434 -1.1063 -4.3027
C -8.0856 -0.9710 -5.8221
H -6.1245 -2.3300 -1.9047
H -4.7630 -3.4072 -2.1911
H -4.4667 -1.7204 -1.7579
H -5.7214 -2.6954 -4.3744
H -4.0806 -2.1187 -4.1801
H -5.4011 -0.3308 -5.1189
H -4.8573 0.1077 -3.5183
H -7.1755 0.8121 -3.8796
H -7.0673 -0.3247 -2.5575
H -9.0177 -0.8244 -3.8942
H -7.8927 -2.1549 -4.0330
H -8.2720 0.0646 -6.1142
H -8.8819 -1.5855 -6.2447
H -7.1483 -1.2878 -6.2808
*
```

3.
Molecular formula: C6H14N2O2
Method: DFT, wB97M-V/def2-TZVPD

## Properties
SMILES: CNC(C)=O.CNC(C)=O
LUMO energy in eV: 0.563
Relative energy (zero: lowest compared OMol25 entry of this formula, charge and spin) in kJ/mol: 95.3

Geometry as ORCA input:
```
! wB97M-V def2-TZVPD RIJCOSX def2/J DEFGRID3
* xyz 0 1
C -2.4809 -1.5336 -1.8249
C -1.3123 -1.0214 1.7282
C -1.8521 -0.8504 -0.6463
O -1.6046 0.3402 -0.5849
N -1.7242 -1.6716 0.4843
H -1.9504 -2.4762 -1.9775
H -1.1018 -2.3931 0.2466
H -1.1866 -1.8302 2.4455
H -3.5572 -1.6368 -1.7069
H -2.3583 -0.9794 -2.7556
H -0.3965 -0.4374 1.6328
H -2.0749 -0.3437 2.1058
C 0.8304 2.6718 -0.0487
C 2.2673 -0.7932 -0.2742
C 2.1786 0.6396 0.2227
O 2.9996 1.1275 0.9723
N 0.9998 1.2437 -0.0809
H 0.2039 0.6754 -0.3518
H 1.7879 3.1613 -0.0820
H 1.2860 -1.2643 -0.3201
H 0.1749 2.9956 -0.8515
H 0.3393 3.0366 0.8628
H 2.7505 -0.8767 -1.2492
H 2.9361 -1.3317 0.3970
*
```

4.
Molecular formula: C9H17N2
Method: DFT, wB97M-V/def2-TZVPD

## Properties
SMILES: CC(C)=C[C@@]1(C)[NH2+]C[C@@H]2CN21
LUMO energy in eV: -2.956
Relative energy (zero: lowest compared OMol25 entry of this formula, charge and spin) in kJ/mol: 362.1

Geometry as ORCA input:
```
! wB97M-V def2-TZVPD RIJCOSX def2/J DEFGRID3
* xyz 1 1
C -0.9322 -0.7694 -0.2614
C -2.0051 0.0741 -0.1947
C 2.2204 1.2646 0.5088
C 2.1951 -0.3747 -1.4980
C 1.7919 0.9223 -0.9806
C 0.4311 -0.4077 0.2968
C -3.2893 -0.2593 -0.7345
C -1.9152 1.4336 0.6709
C 0.4901 -0.7568 1.7829
N 0.8069 0.8816 0.0431
N 1.5355 -1.3328 -0.4883
H -1.0039 -1.8277 -0.6831
H 2.8687 0.5939 1.0067
H 2.3335 2.3490 0.6962
H 1.9057 -0.6365 -2.4894
H 3.2687 -0.4847 -1.5488
H 1.5469 1.7159 -1.7312
H -3.6775 0.4199 -1.5119
H -3.3191 -1.2881 -1.1601
H -3.9562 -0.0977 0.0699
H -1.4972 2.1078 0.0312
H -2.8627 1.7745 1.0478
H -1.2771 1.1667 1.4755
H 0.8890 0.0589 2.3384
H 0.7723 -1.8349 1.9893
H -0.5733 -0.8082 2.1700
H 1.0561 -1.9876 -0.9566
H 2.1966 -1.8968 0.1110
*
```

5.
Molecular formula: C30H40IN6O5OsSTe
Method: DFT, wB97M-V/def2-TZVPD

## Properties
LUMO energy (alpha / beta) in eV: -0.220 / -1.220
<S²>: 0.75
Relative energy (zero: lowest compared OMol25 entry of this formula, charge and spin) in kJ/mol: 50.2

Geometry as ORCA input:
```
! wB97M-V def2-TZVPD RIJCOSX def2/J DEFGRID3
* xyz 0 2
Os -0.4844 -2.8178 -0.0870
C 3.4915 -3.8662 2.3522
N 2.4784 -3.0132 2.9596
C 2.9928 -1.9869 3.8573
C 1.2577 -2.9507 2.3727
N 0.9932 -3.4953 1.2343
N 0.2820 -2.3117 3.1258
C -0.9239 -1.7615 2.7193
N -1.6230 -1.1560 3.7300
N -1.3168 -1.8038 1.5072
H 4.2733 -4.0443 3.0879
H 3.9352 -3.4054 1.4645
H 3.0603 -4.8281 2.0803
H 3.2701 -2.4156 4.8218
H 2.2674 -1.1920 4.0059
H 3.8787 -1.5307 3.4115
H 1.8181 -3.7920 0.7246
H 0.4865 -2.2335 4.1055
H -1.4983 -1.5121 4.6629
H -2.5810 -0.9375 3.5106
H -2.1896 -1.3211 1.3283
O 2.9062 -3.0758 -2.0068
S 1.5519 -2.5978 -1.9310
O 1.1562 -1.7182 -3.0178
O 1.3462 -1.8321 -0.5761
O 0.5467 -3.7216 -1.7034
I -3.1355 -4.4550 1.9612
C -1.4605 -4.5649 0.5738
H -1.8932 -5.0858 -0.2753
H -0.7677 -5.2215 1.0905
C 4.7933 5.1357 -0.9401
C 3.7166 4.1009 -1.1239
C 4.0227 2.7559 -1.2585
C 3.0371 1.7870 -1.4244
C 3.4672 0.3539 -1.5893
C 1.6910 2.1686 -1.4490
Te 0.0688 0.7287 -1.7373
N -1.1139 -1.1735 -1.1459
C -2.0179 -1.8307 -1.7977
O -2.1547 -3.0220 -1.3215
C -2.8744 -1.4241 -2.9337
C -2.3799 -0.7455 -4.0408
C -3.2337 -0.3932 -5.0752
C -4.5824 -0.7158 -5.0088
C -5.0744 -1.4163 -3.9152
C -4.2217 -1.7785 -2.8846
C -0.8824 1.4147 0.0316
C -0.2155 1.3531 1.2589
C 1.1784 0.7970 1.4023
C -0.8829 1.7689 2.4083
C -2.1963 2.2131 2.3753
C -2.8999 2.6675 3.6264
C -2.8517 2.2164 1.1513
C -2.2228 1.8183 -0.0250
C -3.0487 1.8236 -1.2856
C 1.3656 3.5343 -1.3617
C -0.0427 4.0749 -1.4563
C 2.3800 4.4697 -1.1914
H 5.7787 4.6737 -0.8917
H 4.6382 5.7030 -0.0207
H 4.7946 5.8481 -1.7671
H 5.0618 2.4451 -1.2417
H 4.5528 0.2711 -1.5561
H 3.1300 -0.0616 -2.5408
H 3.0496 -0.2861 -0.8132
H -1.3205 -0.5353 -4.1166
H -2.8411 0.1224 -5.9422
H -5.2464 -0.4363 -5.8170
H -6.1218 -1.6861 -3.8694
H -4.5854 -2.3399 -2.0334
H 1.3065 -0.1065 0.7991
H 1.3695 0.5506 2.4486
H 1.9368 1.5144 1.0819
H -0.3613 1.7273 3.3592
H -2.2527 2.5754 4.4981
H -3.8020 2.0800 3.8075
H -3.2068 3.7114 3.5434
H -3.8865 2.5418 1.1026
H -3.7436 2.6639 -1.2810
H -3.6361 0.9059 -1.3644
H -2.4479 1.8900 -2.1916
H -0.6761 3.4781 -2.1153
H -0.0230 5.0899 -1.8522
H -0.5255 4.1047 -0.4773
H 2.1148 5.5205 -1.1269
*
```

6.
Molecular formula: C3H9OS
Method: DFT, wB97M-V/def2-TZVPD

## Properties
LUMO energy in eV: 4.083
Relative energy (zero: lowest compared OMol25 entry of this formula, charge and spin) in kJ/mol: 160.0

Geometry as ORCA input:
```
! wB97M-V def2-TZVPD RIJCOSX def2/J DEFGRID3
* xyz -1 1
C -2.3761 0.1734 -1.3885
O -1.4373 0.9722 -0.6765
H -3.2736 -0.1906 -0.6917
H -1.7607 -0.6755 -1.8516
H -2.8491 0.8793 -2.0786
C 2.0916 -0.6768 0.4217
C 1.3372 0.3524 1.2663
S -0.3148 -0.4416 1.6199
H 1.7636 -1.6244 0.8141
H 1.6910 -0.6287 -0.5953
H 3.2605 -0.6940 0.4129
H 1.2256 1.3244 0.5729
H 1.8892 0.7999 2.1092
H -1.2471 0.4302 0.0652
*
```